# 1
80
Properties=species:S:1:pos:R:3:forces:R:3 method="wB97M-V/def2-TZVPD" e_homo_ha="-0.2171 / -0.2178" orbital_gap_ha="0.162 / 0.163" lumo_energy_ev="-1.50 / -1.50"
Ca 0.135 -0.298 0.012 -0.335 -1.695 -0.239
C 4.010 0.784 -5.203 0.097 -0.006 0.037
C 2.813 1.101 -5.850 -0.111 0.011 0.000
C 1.627 1.217 -5.141 -0.056 0.032 -0.082
C 1.666 0.995 -3.773 0.250 -0.066 0.171
C 0.651 1.086 -2.723 0.147 0.174 -0.022
N 1.210 0.760 -1.532 0.608 0.782 -0.988
C 2.542 0.554 -1.703 0.208 0.104 -0.005
N 3.454 0.423 -0.751 -0.047 -0.025 -0.114
C 3.168 0.375 0.545 0.148 0.068 0.081
C 4.183 0.503 1.590 -0.175 -0.136 0.164
C 5.549 0.736 1.550 0.096 -0.017 0.019
C 6.219 0.842 2.758 0.031 -0.011 -0.183
C 5.541 0.726 3.975 -0.047 -0.014 0.112
C 4.174 0.497 4.018 0.054 -0.021 0.085
C 3.501 0.377 2.812 0.045 0.076 -0.285
C 2.092 0.191 2.466 0.141 -0.115 0.034
N 1.136 0.025 3.376 -0.165 0.009 0.044
C -0.157 0.095 3.102 0.181 0.085 0.200
N -0.723 0.383 1.901 -0.565 0.539 0.909
C -2.037 0.663 2.083 0.078 0.145 0.017
N -2.856 1.232 1.211 -0.110 0.003 0.007
C -2.529 1.538 -0.038 -0.147 -0.206 -0.010
N -1.490 1.066 -0.767 -0.325 0.815 0.028
C -1.467 1.714 -1.960 0.012 -0.168 -0.225
N -0.559 1.594 -2.919 -0.114 0.056 0.003
C -2.617 2.613 -2.058 -0.103 0.015 0.304
C -3.023 3.529 -3.016 -0.030 -0.027 -0.096
C -4.118 4.327 -2.723 0.021 -0.015 -0.062
C -4.784 4.221 -1.500 -0.060 -0.036 0.121
C -4.376 3.311 -0.536 -0.028 -0.052 0.027
C -3.288 2.505 -0.832 0.159 0.066 -0.249
C -2.390 0.434 3.486 0.253 -0.132 0.145
C -3.576 0.554 4.192 -0.105 0.030 0.023
C -3.553 0.277 5.550 -0.076 0.018 -0.054
C -2.371 -0.100 6.190 0.085 -0.047 0.010
C -1.179 -0.206 5.490 0.053 -0.004 0.067
C -1.200 0.061 4.131 -0.277 0.057 -0.156
N 1.954 0.197 1.120 1.067 0.637 0.653
C 2.867 0.663 -3.126 -0.281 0.116 -0.122
C 4.054 0.567 -3.835 0.078 -0.051 -0.007
H 4.920 0.721 -5.787 0.002 -0.026 0.023
H 2.820 1.267 -6.920 -0.017 0.003 0.004
H 0.696 1.480 -5.627 0.025 0.008 -0.013
H 6.063 0.835 0.603 -0.001 0.010 0.013
H 7.287 1.022 2.762 -0.008 0.007 0.016
H 6.101 0.826 4.896 -0.036 -0.009 0.013
H 3.643 0.424 4.958 -0.001 -0.012 -0.007
H -2.496 3.616 -3.957 0.026 0.017 0.024
H -4.460 5.055 -3.447 0.006 -0.008 -0.009
H -5.626 4.869 -1.293 -0.003 -0.001 -0.037
H -4.872 3.228 0.422 -0.011 0.037 -0.014
H -4.489 0.860 3.697 0.024 -0.011 -0.025
H -4.466 0.355 6.127 0.009 0.005 0.001
H -2.388 -0.311 7.252 0.000 0.010 -0.002
H -0.258 -0.487 5.986 0.006 0.014 -0.019
H 4.982 0.334 -3.328 -0.006 0.003 -0.008
C -4.398 -1.480 -3.088 0.081 0.000 0.015
C -4.480 -2.213 -1.908 -0.071 0.038 -0.078
C -3.339 -2.495 -1.184 0.307 0.072 0.182
C -2.101 -2.026 -1.636 -0.917 0.029 -0.619
C -2.021 -1.300 -2.823 0.190 -0.170 0.233
C -3.167 -1.035 -3.548 -0.106 0.032 -0.083
N -0.894 -2.256 -0.958 0.069 -1.048 0.317
N -0.873 -3.299 -0.272 -0.617 0.131 -0.598
C 0.345 -3.571 0.368 0.967 -0.329 0.493
C 0.599 -4.903 0.680 -0.249 0.177 -0.152
C 1.833 -5.229 1.213 0.148 0.099 0.064
C 2.749 -4.215 1.444 -0.118 -0.122 -0.009
C 2.385 -2.908 1.146 0.145 0.033 0.149
N 1.212 -2.587 0.618 -0.396 -0.087 -0.269
H -5.295 -1.251 -3.648 -0.011 -0.013 0.008
H -5.442 -2.558 -1.555 0.012 0.012 0.030
H -3.385 -3.042 -0.253 -0.030 -0.021 -0.005
H -1.051 -0.973 -3.174 -0.008 0.072 0.000
H -3.098 -0.470 -4.468 0.006 0.011 0.013
H -0.157 -5.647 0.471 -0.011 0.010 0.018
H 2.077 -6.256 1.450 -0.019 -0.008 -0.008
H 3.724 -4.424 1.860 0.001 0.031 0.003
H 3.068 -2.092 1.350 -0.040 0.011 -0.033

---

# 2
90
Properties=species:S:1:pos:R:3:forces:R:3 method="wB97M-V/def2-TZVPD" e_homo_ha="-0.2441 / -0.2442" de_lowest_ev=1.251 orbital_gap_ha="0.136 / 0.142" lumo_energy_ev="-2.93 / -2.79"
Sc -1.548 0.432 0.851 -0.052 0.096 -0.029
C 0.205 -2.037 2.140 -0.004 0.002 -0.028
C 1.409 -1.338 1.534 -0.005 0.008 -0.056
C 1.272 -0.993 0.075 0.016 0.034 0.035
C 2.280 -1.301 -0.824 0.018 0.061 -0.005
C 2.190 -0.869 -2.136 0.023 0.032 0.022
C 1.081 -0.137 -2.531 -0.004 0.014 0.004
C 0.099 0.106 -1.598 -0.018 0.002 0.000
N 0.182 -0.317 -0.325 -0.084 -0.006 -0.013
N -0.944 -1.145 2.475 0.024 0.015 0.005
C -2.124 -2.006 2.706 0.015 -0.015 -0.025
C -2.719 -2.453 1.398 0.004 0.014 -0.002
C -3.242 -3.721 1.228 0.000 -0.009 0.006
C -3.802 -4.057 0.005 0.002 0.010 -0.002
C -3.814 -3.114 -1.008 0.009 -0.006 0.005
C -3.265 -1.871 -0.764 -0.008 -0.002 -0.004
N -2.732 -1.536 0.419 0.067 -0.029 0.009
C -0.654 -0.360 3.689 -0.003 0.003 0.002
C -1.731 0.664 3.938 0.001 -0.004 -0.008
C -1.934 1.219 5.190 -0.002 -0.001 0.004
C -2.913 2.186 5.340 0.004 0.001 0.000
C -3.670 2.560 4.240 -0.003 0.001 0.000
C -3.412 1.958 3.025 -0.005 -0.006 0.003
N -2.460 1.027 2.876 0.019 0.011 -0.009
H 0.506 -2.555 3.058 0.004 0.005 -0.003
H -0.158 -2.791 1.441 0.002 -0.012 0.005
H 2.281 -1.985 1.656 -0.015 -0.008 0.006
H 1.651 -0.424 2.087 0.018 0.000 0.002
H 3.148 -1.842 -0.478 0.001 0.065 -0.006
H 3.000 -1.070 -2.828 0.002 0.006 0.001
H 0.984 0.265 -3.530 -0.006 -0.007 -0.004
H -0.789 0.668 -1.871 -0.006 0.000 -0.004
H -2.878 -1.444 3.261 0.000 0.004 -0.007
H -1.843 -2.872 3.314 -0.002 0.003 0.007
H -3.193 -4.437 2.037 0.000 -0.003 -0.002
H -4.206 -5.047 -0.157 -0.001 0.001 0.000
H -4.225 -3.337 -1.982 -0.001 -0.002 -0.001
H -3.245 -1.105 -1.529 0.001 0.005 0.002
H 0.299 0.158 3.551 0.000 -0.002 -0.003
H -0.542 -1.017 4.559 0.006 0.003 0.005
H -1.326 0.900 6.026 0.001 0.000 0.000
H -3.085 2.642 6.305 0.000 0.000 0.000
H -4.445 3.309 4.316 0.000 0.000 -0.002
H -3.966 2.215 2.131 0.002 0.001 -0.001
S -2.928 1.164 -3.373 -0.011 0.018 0.022
C -2.513 2.730 -2.710 -0.003 -0.018 -0.016
C -2.039 3.805 -3.453 0.003 0.004 0.004
C -1.773 5.011 -2.818 -0.004 -0.026 -0.012
C -1.319 6.127 -3.600 -0.013 0.042 0.046
N -1.006 7.025 -4.243 0.005 -0.026 -0.027
C -1.979 5.141 -1.437 -0.081 -0.005 0.029
C -2.451 4.061 -0.702 0.004 0.022 -0.005
C -2.713 2.859 -1.337 0.019 -0.006 0.001
S -3.389 1.415 -0.571 -0.051 0.006 -0.025
C -1.724 6.380 -0.757 0.160 0.005 -0.060
N -1.510 7.354 -0.188 -0.092 0.003 0.035
H -1.882 3.718 -4.519 -0.003 0.002 -0.001
H -2.605 4.167 0.363 0.000 0.001 -0.002
C -0.736 -2.760 -4.079 0.029 0.012 -0.023
S 0.214 -4.283 -4.314 0.001 -0.011 0.021
C 1.385 -4.245 -3.016 0.010 0.002 -0.014
C 1.120 -4.294 -1.631 0.099 0.083 0.078
S -0.365 -4.144 -0.903 -0.126 -0.140 -0.041
S 2.546 -4.488 -0.637 -0.111 -0.125 0.024
C 3.749 -4.404 -1.895 0.112 0.010 0.069
S 5.345 -4.372 -1.660 -0.064 -0.109 -0.146
S 3.023 -4.272 -3.487 -0.030 -0.025 -0.021
H -1.535 -2.809 -4.819 -0.004 -0.003 -0.006
H -0.114 -1.892 -4.281 -0.015 -0.003 0.005
H -1.157 -2.715 -3.080 -0.005 -0.002 0.018
F 2.347 1.930 2.261 0.015 -0.005 0.007
C 3.065 1.636 1.152 -0.023 0.009 -0.010
C 4.036 0.664 1.261 -0.018 -0.014 -0.007
F 4.208 0.105 2.473 0.005 0.003 0.017
C 4.765 0.192 0.161 -0.020 0.029 -0.021
C 4.542 0.925 -1.013 -0.014 -0.014 0.023
C 3.565 1.895 -1.118 -0.017 -0.002 0.010
F 3.311 2.404 -2.332 0.006 -0.004 0.006
C 2.750 2.258 -0.050 -0.008 0.006 -0.008
C 1.541 3.093 -0.199 -0.018 0.013 0.010
C 0.426 2.685 0.447 0.102 -0.008 0.072
N -0.508 2.250 1.032 0.056 -0.103 -0.025
C 1.429 4.213 -1.062 -0.013 -0.001 -0.011
N 1.280 5.117 -1.762 0.011 -0.009 0.000
F 5.154 0.551 -2.147 0.016 -0.009 -0.016
C 5.505 -1.050 0.226 -0.171 0.119 -0.008
C 6.455 -1.452 -0.738 0.007 0.059 0.059
N 7.231 -1.829 -1.508 0.032 0.011 0.003
C 4.989 -2.060 1.061 0.403 -0.199 0.026
N 4.546 -2.929 1.691 -0.201 0.121 0.017

---

# 3
91
Properties=species:S:1:pos:R:3:forces:R:3 method="wB97M-V/def2-TZVPD" e_homo_ha=-0.2108 de_lowest_ev=0.234 orbital_gap_ha=0.272 lumo_energy_ev=1.65 charge=-1
Y -0.305 0.089 -0.273 1.051 0.308 -0.734
O 2.863 -5.788 -3.280 0.001 0.189 0.119
C 2.744 -5.643 -2.047 0.155 -0.710 -0.196
O 3.017 -6.419 -1.112 -0.052 0.171 0.026
C 2.155 -4.299 -1.615 -0.158 0.493 0.083
C 1.702 -4.075 -0.323 0.001 -0.217 -0.076
C 1.141 -2.855 0.008 0.050 0.236 0.166
N 1.135 -1.820 -0.850 0.030 -0.372 0.109
C 1.616 -2.018 -2.085 -0.078 0.476 -0.292
C 2.069 -3.247 -2.518 0.153 -0.188 0.126
C 1.607 -0.826 -2.999 -0.097 -0.295 0.247
C 2.317 -0.811 -4.193 -0.001 0.042 -0.076
C 2.224 0.306 -5.005 0.062 -0.060 -0.046
C 1.435 1.372 -4.610 -0.072 0.100 0.025
C 0.777 1.292 -3.396 0.112 -0.137 0.026
N 0.869 0.218 -2.610 0.014 -0.116 0.194
C 0.557 -2.608 1.366 0.267 -0.093 -0.409
C 0.064 -3.651 2.134 0.020 0.005 0.113
C -0.462 -3.360 3.379 -0.041 -0.038 0.035
C -0.473 -2.048 3.823 0.002 0.018 -0.034
C 0.014 -1.069 2.979 0.044 0.053 -0.074
N 0.518 -1.337 1.772 -0.162 -0.105 0.014
H 1.805 -4.877 0.394 -0.024 -0.032 -0.004
H 2.377 -3.443 -3.534 0.041 0.000 -0.018
H 2.932 -1.653 -4.474 0.004 0.009 -0.018
H 2.769 0.341 -5.940 0.000 -0.003 0.000
H 1.332 2.262 -5.216 0.023 -0.013 -0.023
H 0.164 2.095 -3.008 -0.016 0.028 -0.023
H 0.060 -4.658 1.745 -0.005 -0.007 0.009
H -0.886 -4.148 3.987 0.007 -0.003 -0.001
H -0.897 -1.773 4.778 -0.003 -0.022 0.015
H -0.028 -0.021 3.249 -0.003 0.001 0.010
Br -0.726 5.251 -1.690 0.085 -0.204 0.100
C 0.485 4.529 -0.416 0.159 0.560 0.166
C 1.293 5.440 0.289 -0.198 -0.003 -0.206
C 2.207 5.011 1.200 -0.002 -0.194 0.034
Br 3.258 6.298 2.115 0.067 0.019 0.060
C 2.372 3.623 1.445 0.118 0.181 0.069
C 3.329 3.075 2.328 -0.021 0.156 -0.021
C 3.439 1.724 2.456 -0.024 -0.196 -0.027
C 2.576 0.897 1.713 0.124 0.019 0.028
N 1.664 1.367 0.900 -0.273 0.408 -0.197
C 1.546 2.723 0.746 0.056 -0.367 0.001
C 0.543 3.160 -0.208 -0.018 -0.248 -0.124
O -0.176 2.299 -0.823 -0.027 0.201 -0.033
H 1.181 6.498 0.093 -0.008 -0.008 -0.006
H 3.973 3.741 2.888 -0.006 -0.002 -0.011
H 4.171 1.278 3.115 -0.003 0.001 0.001
H 2.634 -0.181 1.792 0.021 -0.001 0.035
O -3.590 0.663 2.216 -0.139 0.119 0.116
C -2.655 0.228 1.587 0.445 -0.070 -0.261
O -1.592 0.911 1.216 -1.071 -0.067 0.753
C -2.627 -1.281 1.092 0.289 0.265 -0.124
O -3.332 -2.104 1.631 -0.105 -0.175 -0.025
O -1.780 -1.479 0.123 -0.639 -0.246 0.514
Cl -10.638 5.517 -3.381 0.165 -0.088 0.031
C -9.130 4.697 -3.055 -0.190 0.097 -0.019
C -8.803 4.359 -1.754 0.065 -0.025 -0.019
C -7.596 3.723 -1.512 -0.027 0.065 0.017
C -6.710 3.419 -2.541 -0.110 0.023 0.042
C -5.395 2.736 -2.244 -0.031 0.094 0.128
C -5.475 1.238 -2.500 0.082 -0.155 -0.173
N -4.135 0.675 -2.570 -0.104 -0.082 -0.076
C -3.608 -0.108 -3.576 -0.077 0.092 0.157
C -2.318 -0.351 -3.218 0.046 0.094 -0.012
N -2.045 0.282 -2.029 0.035 -0.117 -0.259
C -3.155 0.874 -1.669 -0.001 0.124 0.158
O -5.025 2.882 -0.886 -0.028 0.019 -0.037
C -4.100 3.940 -0.619 0.010 -0.091 0.036
C -4.780 5.271 -0.668 -0.013 0.160 0.231
C -4.731 6.162 -1.692 0.132 -0.189 -0.249
Cl -3.806 6.036 -3.139 -0.125 -0.059 -0.028
S -5.743 7.515 -1.467 -0.083 0.329 0.039
C -6.226 6.944 0.072 -0.002 -0.167 0.012
C -5.650 5.750 0.365 0.043 0.020 -0.095
C -7.094 3.755 -3.832 0.099 -0.075 -0.226
Cl -6.065 3.344 -5.188 -0.050 0.072 0.145
C -8.288 4.398 -4.109 -0.019 0.006 0.001
H -9.479 4.596 -0.946 -0.001 0.006 0.019
H -7.310 3.472 -0.500 -0.005 -0.026 -0.008
H -4.618 3.150 -2.896 0.009 0.048 0.005
H -5.970 1.028 -3.448 0.011 0.048 0.023
H -6.044 0.767 -1.697 0.017 0.026 0.020
H -4.192 -0.407 -4.427 -0.017 -0.027 -0.023
H -1.578 -0.934 -3.739 0.030 -0.007 0.007
H -3.299 1.448 -0.770 0.052 -0.104 0.009
H -3.256 3.886 -1.311 -0.039 0.053 -0.037
H -3.717 3.740 0.381 -0.013 -0.025 0.030
H -6.907 7.520 0.676 -0.034 0.013 0.011
H -5.823 5.208 1.284 0.017 -0.020 0.014
H -8.552 4.656 -5.124 0.000 0.002 -0.009

---

# 4
85
Properties=species:S:1:pos:R:3:forces:R:3 method="wB97M-V/def2-TZVPD" e_homo_ha="-0.5210 / -0.5186" multiplicity=3 de_lowest_ev=0.000 orbital_gap_ha="0.258 / 0.293" lumo_energy_ev="-7.15 / -6.13" charge=+2
V -0.808 0.450 0.311 0.137 -0.226 -0.235
Cl -0.334 0.266 2.854 -0.080 0.057 -0.034
C 1.443 0.221 2.863 -0.037 0.018 0.020
C 2.061 -0.471 3.879 0.030 0.036 -0.030
C 3.452 -0.482 3.891 0.000 0.011 0.007
C 4.172 0.173 2.901 0.011 -0.018 0.027
C 3.515 0.870 1.896 0.001 -0.009 -0.028
C 2.125 0.913 1.872 -0.026 0.046 0.009
P 1.170 1.927 0.713 0.068 0.004 0.028
C 2.254 2.449 -0.617 0.069 -0.089 -0.020
C 2.406 1.657 -1.755 0.028 0.084 0.027
C 3.310 2.027 -2.736 -0.012 0.035 -0.019
C 4.058 3.188 -2.588 0.009 -0.016 -0.011
C 3.911 3.978 -1.456 -0.024 0.023 0.006
C 3.010 3.613 -0.467 -0.004 0.036 0.032
C 0.706 3.397 1.659 -0.018 -0.032 0.108
C 1.047 3.544 3.004 0.001 0.017 -0.057
C 0.682 4.695 3.687 0.000 -0.007 -0.019
C -0.020 5.697 3.034 -0.009 0.016 0.012
C -0.353 5.557 1.693 -0.014 -0.010 -0.002
C 0.003 4.410 1.004 0.024 0.031 -0.044
H 1.485 -0.981 4.640 -0.004 0.002 -0.002
H 3.969 -1.011 4.680 0.007 0.004 -0.006
H 5.253 0.149 2.917 -0.002 0.005 0.006
H 4.077 1.392 1.131 -0.007 0.000 0.017
H 1.812 0.766 -1.882 -0.084 -0.100 -0.006
H 3.421 1.421 -3.626 -0.004 -0.002 0.010
H 4.753 3.483 -3.363 0.007 -0.008 0.009
H 4.491 4.884 -1.346 -0.001 -0.004 0.003
H 2.892 4.237 0.410 0.001 -0.011 -0.009
H 1.615 2.785 3.525 0.008 -0.038 0.000
H 0.956 4.810 4.727 -0.004 -0.001 -0.002
H -0.302 6.594 3.569 0.006 0.001 -0.004
H -0.888 6.345 1.181 0.000 -0.003 -0.002
H -0.244 4.319 -0.045 -0.008 -0.007 0.005
F -3.858 -4.147 -4.228 -0.003 -0.002 0.001
C -3.164 -3.712 -3.196 -0.016 0.026 0.003
C -1.918 -4.243 -2.922 0.017 0.009 0.013
F -1.421 -5.196 -3.684 0.007 -0.017 -0.007
C -1.196 -3.771 -1.833 -0.038 -0.050 -0.013
F -0.023 -4.342 -1.579 0.043 0.026 0.005
C -1.681 -2.754 -1.031 -0.007 0.023 0.015
P -0.791 -2.051 0.376 -0.032 0.036 0.111
C 0.989 -2.234 0.179 -0.021 0.052 -0.048
C 1.568 -1.853 -1.035 0.002 -0.003 -0.031
C 2.947 -1.875 -1.175 0.016 0.005 0.014
C 3.748 -2.265 -0.111 0.002 0.002 -0.019
C 3.173 -2.635 1.099 -0.013 -0.020 -0.002
C 1.797 -2.615 1.252 0.011 -0.013 0.022
C -1.339 -3.012 1.795 0.008 -0.037 0.002
C -0.935 -4.347 1.889 0.009 -0.007 -0.016
C -1.407 -5.137 2.923 -0.004 0.001 0.006
C -2.287 -4.605 3.858 -0.002 -0.002 0.019
C -2.701 -3.285 3.761 0.014 -0.021 -0.012
C -2.229 -2.488 2.728 -0.025 0.016 0.012
C -2.952 -2.248 -1.314 -0.006 0.038 0.024
Br -3.722 -0.892 -0.240 0.033 -0.040 0.013
C -3.690 -2.718 -2.377 -0.006 -0.035 -0.010
F -4.897 -2.239 -2.645 0.001 0.017 -0.013
H 0.943 -1.588 -1.882 -0.014 0.042 -0.003
H 3.396 -1.601 -2.121 -0.003 -0.010 -0.005
H 4.823 -2.296 -0.229 -0.001 0.001 0.002
H 3.800 -2.953 1.922 -0.006 -0.004 -0.005
H 1.354 -2.914 2.194 -0.004 -0.002 -0.012
H -0.256 -4.770 1.157 -0.001 0.006 0.000
H -1.094 -6.170 2.997 -0.001 0.003 -0.002
H -2.656 -5.226 4.663 -0.002 0.001 -0.006
H -3.395 -2.878 4.483 0.001 0.004 -0.005
H -2.576 -1.465 2.648 0.002 -0.004 -0.007
O -0.748 -0.969 -3.295 0.042 -0.025 -0.070
C -1.314 0.000 -2.872 0.021 -0.068 0.211
N -0.853 0.751 -1.758 -0.030 -0.083 -0.076
S -1.757 2.064 -1.565 0.068 0.177 0.120
O -2.034 1.905 -0.067 -0.042 0.106 0.042
O -1.200 3.334 -1.876 -0.028 0.000 -0.003
C -3.055 1.647 -2.640 -0.078 -0.007 0.017
C -4.223 2.327 -2.922 0.008 -0.045 -0.013
C -4.995 1.817 -3.959 -0.014 -0.005 -0.012
C -4.579 0.707 -4.691 -0.021 0.013 0.003
C -3.380 0.062 -4.409 0.032 0.005 0.024
C -2.619 0.543 -3.360 0.015 0.050 -0.082
H -4.527 3.206 -2.370 0.009 -0.002 0.006
H -5.930 2.301 -4.209 0.000 -0.005 -0.008
H -5.198 0.347 -5.502 -0.003 0.003 0.002
H -3.039 -0.786 -4.988 -0.005 0.001 -0.003